Model A:
This record from the OMol25 dataset describes a 8-piece molecular cluster, C48H40N8O16 overall. The level of theory is wB97M-V/def2-TZVPD.

The HOMO energy is -9.8630 eV. The value obtained for the HOMO-LUMO gap is 9.124 eV. The structure (SMILES) is O=[N+]([O-])c1ccccc1.O=[N+]([O-])c1ccccc1.O=[N+]([O-])c1ccccc1.O=[N+]([O-])c1ccccc1.O=[N+]([O-])c1ccccc1.O=[N+]([O-])c1ccccc1.O=[N+]([O-])c1ccccc1.O=[N+]([O-])c1ccccc1. The spin multiplicity is 1. Its LUMO energy is -0.7 eV.

```
112
C48H40N8O16 (wB97M-V/def2-TZVPD)
O 3.7652 -10.2407 -18.2473
O 2.4276 -11.9834 -18.3476
O 9.3748 3.7473 -16.7841
O 8.5504 2.3485 -24.4940
O 2.7974 -4.1795 -18.7253
O 2.7883 -2.2982 -17.5861
O 0.6728 3.4661 -17.5526
O 8.0791 2.3568 -26.6146
O -6.6628 -5.5526 -19.3808
O -3.8406 -9.4984 -22.9159
O 0.4827 1.7212 -11.2942
O 1.3844 3.1375 -19.5437
O 1.0720 3.7463 -10.6355
O 7.7855 2.6485 -15.9545
O -8.3395 -5.6612 -20.8677
O -3.7984 -10.8112 -21.1891
N 8.7901 2.6985 -16.6859
N 3.1253 -11.1235 -18.8751
N 1.1268 2.4761 -10.5194
N -7.2453 -5.2364 -20.4536
N 8.2448 1.7915 -25.5923
N -4.3041 -10.3016 -22.1641
N 2.3574 -3.4551 -17.8083
N 1.4883 3.7508 -18.4899
C -7.0996 -3.7398 -22.4477
C 2.4986 -11.9866 -21.1352
C -8.3837 -11.3281 -23.1307
C -6.4134 -9.9449 -23.3740
C 3.5817 4.8056 -19.2219
C 3.0971 -10.9242 -23.2262
C 8.2128 0.2930 -25.6723
C 3.1315 -11.0325 -20.4007
C 4.4374 6.8722 -18.1685
C 3.8717 -9.9547 -22.5191
C 9.4254 -0.9623 -17.1152
C -0.9379 -4.8151 -15.4570
C -6.6243 -4.1320 -21.2052
C 4.4443 5.8903 -19.1603
C -4.8381 -2.4466 -21.3554
C -6.4381 -2.7184 -23.1263
C 2.5033 5.7096 -17.2890
C -0.4477 -3.5560 -15.2011
C 3.3807 6.7873 -17.2234
C 3.2016 1.9188 -7.3679
C 10.9925 0.2181 -18.5637
C 10.4134 1.4627 -18.1214
C 10.5459 -0.9604 -17.9839
C 8.9117 0.2350 -16.6649
C -7.7383 -10.2414 -23.7364
C 2.0202 1.8523 -9.5342
C 0.5598 -3.0991 -16.0744
C 2.5998 0.6319 -9.7851
C 2.4111 -11.9236 -22.5703
C 8.0632 -0.4577 -24.5407
C 8.0043 -1.8531 -24.5375
C 9.4216 1.4596 -17.1082
C -7.7062 -12.1863 -22.2356
C 3.7833 0.7170 -7.6971
C 8.3643 -0.3066 -26.9073
C 2.5424 4.7266 -18.3071
C 3.8717 -10.0034 -21.0986
C 8.2907 -2.3963 -25.7521
C -0.3929 -5.6158 -16.3908
C 8.3935 -1.6973 -26.9350
C -6.3977 -11.8123 -21.9175
C 1.2469 -3.9475 -16.9878
C -5.3471 -2.0892 -22.6035
C 2.3644 2.4860 -8.3235
C 0.7260 -5.2142 -17.1361
C -5.4609 -3.4687 -20.6334
C -5.7746 -10.6438 -22.4881
C 3.4611 0.0197 -8.8912
H 7.8908 0.0263 -23.5908
H 10.8849 -1.9053 -18.3822
H 0.8747 -2.0944 -15.8340
H 10.7153 2.3936 -18.5783
H 5.1431 7.6833 -18.2711
H 7.7761 -2.3680 -23.6159
H 4.3976 0.1347 -7.0263
H 1.8063 -12.6494 -20.6372
H -8.2276 -9.5270 -24.3818
H -9.4326 -11.5380 -23.2794
H -7.9976 -4.1234 -22.9090
H 8.4239 -2.0822 -27.9437
H 3.2857 7.4395 -16.3679
H -5.9562 -9.1108 -23.8855
H -4.9657 -1.2965 -23.2301
H 8.9333 -1.9091 -16.9488
H 4.2883 -9.1385 -23.0906
H 1.6891 5.6755 -16.5803
H 8.2317 -3.4667 -25.8832
H -5.7516 -12.4553 -21.3383
H 2.9781 -10.8204 -24.2945
H 3.5235 2.5389 -6.5444
H 8.4065 0.2278 -27.8448
H 1.8891 -12.7172 -23.0843
H -0.7279 -6.6137 -16.6322
H -5.0058 -3.7575 -19.6975
H 2.0465 3.5058 -8.1647
H 3.7526 4.1458 -20.0597
H 2.3705 0.0433 -10.6611
H -3.9420 -1.9033 -21.0944
H 3.8744 -0.9360 -9.1782
H -0.8530 -2.8694 -14.4726
H -1.6494 -5.1610 -14.7219
H 8.0264 0.2161 -16.0466
H -6.9157 -2.4182 -24.0473
H 4.3690 -9.2130 -20.5559
H 11.7309 0.2555 -19.3509
H -8.1646 -13.0927 -21.8686
H 5.3128 5.8651 -19.8017
H 1.0211 -5.9104 -17.9072
```



Model B:
This record from the OMol25 dataset describes a 8-piece molecular cluster, C48H40N8O16 overall. The level of theory is wB97M-V/def2-TZVPD.

The HOMO energy is -9.8230 eV. The value obtained for the HOMO-LUMO gap is 8.810 eV. The structure (SMILES) is O=[N+]([O-])c1ccccc1.O=[N+]([O-])c1ccccc1.O=[N+]([O-])c1ccccc1.O=[N+]([O-])c1ccccc1.O=[N+]([O-])c1ccccc1.O=[N+]([O-])c1ccccc1.O=[N+]([O-])c1ccccc1.O=[N+]([O-])c1ccccc1. The spin multiplicity is 1. Its LUMO energy is -1.0 eV.

```
112
C48H40N8O16 (wB97M-V/def2-TZVPD)
O 33.8647 1.8868 -32.8235
O 11.4495 -9.3687 -30.5626
O 22.4031 0.5510 -32.2778
O 25.3996 -8.1770 -40.3049
O 25.5620 -12.9889 -26.7569
O 34.1214 0.2484 -31.5878
O 20.5448 -0.3061 -32.6589
O 35.3496 -6.3809 -36.4976
O 25.8193 -8.2065 -38.2864
O 26.3186 -6.7562 -32.1582
O 10.9934 -9.8054 -32.6614
O 14.1972 -6.5312 -36.0072
O 25.9272 -10.8270 -26.9878
O 35.1798 -5.5320 -34.5246
O 25.4354 -4.8154 -32.4592
O 15.4704 -4.7773 -36.3518
N 25.3538 -6.0480 -32.2488
N 25.0203 -8.0019 -39.1696
N 21.2134 0.6522 -32.3365
N 14.6434 -5.4045 -35.6704
N 11.7735 -9.6593 -31.7244
N 25.9046 -11.8920 -26.3400
N 33.6453 0.7129 -32.6153
N 34.7522 -6.1989 -35.4493
C 21.3694 3.0811 -31.7469
C 25.8592 -12.7046 -23.8900
C 21.0992 -6.5992 -38.2811
C 27.3709 -10.5816 -23.1553
C 13.2378 -9.9042 -31.8858
C 26.1424 -12.5475 -22.5266
C 30.7991 -1.8099 -33.2761
C 26.2940 -11.8128 -24.9241
C 14.2361 -9.7307 -30.8907
C 20.6138 1.9430 -32.1370
C 22.5338 -8.4051 -31.4283
C 32.7626 -6.7969 -34.0974
C 23.2370 -7.4326 -37.4446
C 14.4632 -5.0046 -34.2950
C 29.9598 -0.9235 -33.8458
C 26.9668 -11.4584 -22.1720
C 21.4606 -6.8560 -39.5535
C 23.6338 -7.5123 -38.8236
C 32.3900 0.0621 -33.2023
C 22.8743 -5.7702 -32.1041
C 15.9640 -10.3922 -32.4145
C 33.0097 -7.6485 -36.3156
C 31.8244 -8.3098 -36.1467
C 15.6124 -9.9495 -31.1100
C 13.3942 -5.3700 -33.5996
C 27.2700 -10.8563 -24.5172
C 23.9853 -6.5854 -31.9264
C 19.2662 2.1073 -32.1378
C 18.5644 3.2473 -31.6683
C 13.7107 -10.1321 -33.1739
C 22.7493 -7.2044 -39.8379
C 22.0014 -6.8376 -37.2293
C 20.7159 4.2376 -31.3348
C 23.8168 -7.8759 -31.5314
C 14.1649 -4.0727 -31.6822
C 30.2619 0.3731 -34.2859
C 31.5200 0.8942 -33.9906
C 32.0411 -1.2707 -32.8209
C 31.0608 -8.1140 -35.0395
C 31.5718 -7.3899 -33.9967
C 21.4160 -7.6130 -31.5222
C 13.2264 -4.8950 -32.3205
C 15.5061 -4.3331 -33.6516
C 33.4739 -6.8602 -35.2673
C 15.0472 -10.3288 -33.4141
C 15.4680 -3.9985 -32.3398
C 19.2900 4.3859 -31.3184
C 21.6355 -6.2807 -31.8547
H 29.0352 -1.4136 -34.1128
H 16.9934 -10.6848 -32.5599
H 30.4226 -2.8039 -33.0847
H 29.5693 0.9535 -34.8774
H 22.4484 3.1280 -31.7395
H 31.8714 1.8025 -34.4574
H 30.1215 -8.6305 -34.9087
H 32.8571 -1.8707 -32.4460
H 33.2938 -6.4477 -33.2243
H 23.8880 -7.6720 -36.6169
H 12.3258 -5.0907 -31.7575
H 22.9226 -4.7291 -32.3874
H 15.3651 -10.6497 -34.3950
H 27.7192 -10.3053 -25.3302
H 28.0761 -9.8098 -22.8844
H 20.6741 -6.8571 -40.2936
H 31.3976 -8.9086 -36.9377
H 20.0512 -6.3587 -38.1793
H 16.3554 -9.9644 -30.3263
H 16.4369 -4.1390 -34.1637
H 20.7695 -5.6420 -31.9464
H 13.0690 -10.0042 -34.0332
H 12.5649 -5.7527 -34.1761
H 18.7373 1.1867 -32.3357
H 21.5520 -6.5471 -36.2912
H 16.3611 -3.5534 -31.9268
H 25.3582 -13.6489 -24.0436
H 21.3489 5.0843 -31.1135
H 22.8054 -7.3171 -40.9105
H 13.9061 -9.6662 -29.8644
H 31.1172 -7.3320 -33.0188
H 14.0753 -3.7100 -30.6688
H 25.9083 -13.2376 -21.7295
H 20.4957 -7.9634 -31.0787
H 22.4135 -9.3956 -31.0151
H 24.6430 -8.5680 -31.4623
H 33.6442 -7.9252 -37.1446
H 27.0175 -11.3613 -21.0976
H 18.6479 5.1188 -30.8527
H 17.4861 3.2817 -31.6180
```



Bottom line: model A, by a margin of 1.378 eV.



Model A:
This record from the OMol25 dataset describes an isolated ion of composition C5H10NO2 and charge -1. The level of theory is wB97M-V/def2-TZVPD.

The HOMO energy is -2.9675 eV. As for the charge: -1. The value obtained for the HOMO-LUMO gap is 6.989 eV. The spin multiplicity is 1. Its LUMO energy is 4.0 eV.

```
18
C5H10NO2 (wB97M-V/def2-TZVPD)
O 2.0965 -0.8471 1.2183
O -1.6094 1.7015 -0.8957
N -0.6612 -0.7587 -0.9683
C -0.2724 1.6117 -0.8667
C 0.2714 0.2405 -0.3476
C -0.1364 0.2073 1.2378
C -0.7240 -2.1016 -0.4149
C 1.2958 0.1128 1.2437
H -1.3048 -2.1151 0.5273
H 0.3052 2.4493 -0.4054
H -0.8050 -0.5826 1.5375
H 0.0781 1.5745 -1.9554
H -0.4712 1.1871 1.5498
H 1.1815 0.1446 -0.9407
H -1.5243 -0.2191 -1.0632
H 1.7298 0.9975 1.7815
H -1.3317 -2.6388 -1.1349
H 0.2771 -2.4741 -0.2458
```



Model B:
This record from the OMol25 dataset describes an isolated ion of composition C5H10NO2 and charge -1. The level of theory is wB97M-V/def2-TZVPD.

The HOMO energy is -2.5323 eV. As for the charge: -1. The value obtained for the HOMO-LUMO gap is 6.105 eV. The structure (SMILES) is C[C@@H](CC[O-])NC=O. The spin multiplicity is 1. Its LUMO energy is 3.6 eV.

```
18
C5H10NO2 (wB97M-V/def2-TZVPD)
O -3.0558 0.1178 -1.7027
O 3.4055 0.8949 0.3373
N 1.2234 0.3979 0.7508
C 0.0223 -0.3691 0.3899
C 2.3257 0.4641 -0.0229
C -0.6348 -0.9555 1.6404
C -0.9793 0.3579 -0.4885
C -2.0760 -0.5547 -1.1278
H -0.4939 0.9642 -1.2591
H -2.3795 -1.3122 -0.3498
H 1.1924 0.9588 1.5882
H -1.0514 -1.9396 1.4479
H -1.3271 -0.1980 2.0114
H 0.3833 -1.1966 -0.2331
H 2.0689 0.1739 -1.0575
H -1.4573 -1.2561 -1.7991
H -1.5662 1.0856 0.0961
H 0.0489 -1.0914 2.4880
```



Model C:
This record from the OMol25 dataset describes an isolated ion of composition C5H10NO2 and charge -1. The level of theory is wB97M-V/def2-TZVPD.

The HOMO energy is -2.7333 eV. As for the charge: -1. The value obtained for the HOMO-LUMO gap is 6.527 eV. The structure (SMILES) is CC[C@H](C[O-])NC=O. The spin multiplicity is 1. Its LUMO energy is 3.8 eV.

```
18
C5H10NO2 (wB97M-V/def2-TZVPD)
O 2.5223 -2.1102 1.8006
O 2.2069 1.3485 0.0595
N 0.8483 -1.2111 0.5957
C 0.1278 0.0167 0.2278
C 1.1025 0.9497 -0.5897
C -1.0762 -0.3563 -0.6036
C 1.9803 -1.0929 1.3688
C -2.2028 0.7348 -0.5459
H 0.2816 -2.0381 0.7003
H -1.5396 -1.1974 -0.0768
H -0.2068 0.6414 1.0977
H 1.3264 0.4416 -1.5317
H -0.8841 -0.7533 -1.6075
H -2.9756 0.4414 -1.2691
H 0.4254 1.8004 -0.8755
H 2.3152 -0.0749 1.5670
H -1.7487 1.7031 -0.8330
H -2.5029 0.7563 0.5152
```



Model D:
This record from the OMol25 dataset describes an isolated ion of composition C5H10NO2 and charge -1. The level of theory is wB97M-V/def2-TZVPD.

The HOMO energy is -3.7636 eV. As for the charge: -1. The value obtained for the HOMO-LUMO gap is 7.932 eV. The structure (SMILES) is C[C@@H](C(=O)[O-])N(C)C. The spin multiplicity is 1. Its LUMO energy is 4.2 eV.

```
18
C5H10NO2 (wB97M-V/def2-TZVPD)
O -1.4078 0.4849 -1.2198
O -0.1850 2.2352 -0.4542
N 0.4672 -1.1580 0.2680
C 1.2165 -0.9818 -0.9924
C -0.6588 -2.1036 0.0711
C 0.8894 0.8303 1.7276
C -0.6079 1.0673 -0.4415
C -0.1382 0.1243 0.7535
H -0.9331 -0.1280 1.4602
H 2.2914 -1.0584 -0.7861
H -0.7437 -2.7031 0.9877
H 1.0026 -1.7228 -1.7663
H 1.0547 1.8509 1.3980
H -0.3508 -2.8903 -0.6299
H -1.5741 -1.6185 -0.2402
H 1.7929 0.2300 1.5738
H 0.5102 0.8739 2.7461
H 1.0694 0.0116 -1.4076
```



Bottom line: model D, by a margin of 0.701 eV.



Model A:
This record from the OMol25 dataset describes C3H4Cl2 in the gas phase. The level of theory is wB97M-V/def2-TZVPD.

The HOMO energy (spin up / spin down) is -8.4353 / -8.4467 eV. The value obtained for the HOMO-LUMO gap (spin up / spin down) is 8.318 / 8.316 eV. The spin multiplicity is 1. Its LUMO energy (spin up / spin down) is -0.1 / -0.1 eV.

```
9
C3H4Cl2 (wB97M-V/def2-TZVPD)
Cl 0.5696 -0.1059 2.5252
Cl 0.0087 1.5083 -2.0562
C 0.9877 -0.1610 0.8824
C -0.1121 -0.4756 -0.1362
C -0.7350 0.7865 -0.7123
H -1.1776 1.5006 -0.0334
H 0.3019 -1.0677 -0.9511
H -0.8830 -1.0622 0.3623
H 1.7305 0.5768 0.6060
```



Model B:
This record from the OMol25 dataset describes C3H4Cl2 in the gas phase. The level of theory is wB97M-V/def2-TZVPD.

The HOMO energy is -9.9055 eV. The value obtained for the HOMO-LUMO gap is 10.937 eV. The structure (SMILES) is Cl[C@@H]1C[C@H]1Cl. The spin multiplicity is 1. Its LUMO energy is 1.0 eV.

```
9
C3H4Cl2 (wB97M-V/def2-TZVPD)
Cl -1.4334 1.0468 1.3102
Cl 1.1664 -0.3281 -1.8088
C -0.6359 -0.1472 0.3818
C 0.8334 -0.1128 -0.0958
C 0.3289 -1.2184 0.8012
H 0.0627 -2.2730 0.4838
H 1.5651 0.5453 0.3001
H 0.7698 -1.1136 1.7675
H -1.0175 -0.5054 -0.5988
```



Bottom line: model B, by a margin of 1.780 eV.